Version i
A cluster of 2 separate species, C3H4N2OS2 in total, computed with ωB97M-V/def2-TZVPD.

```
12
C3H4N2OS2 ωB97M-V/def2-TZVPD
C 1.6121 -0.7734 -0.0509
C -0.0022 1.0713 0.4465
C -0.7955 -1.2478 -0.0453
H 4.2426 0.5521 -0.9024
H 1.7684 -1.7592 -0.3657
H 1.0071 1.5613 1.4602
H -0.4540 -2.2361 -0.1943
N 2.4384 0.1167 0.3600
N 0.2561 -0.2450 0.2728
O 3.7881 -0.2872 -0.3116
S -1.3893 2.0254 -0.2277
S -2.3993 -1.3518 -0.0246
```

Calculated values
Gap between HOMO and LUMO ... 7.25 eV
LUMO level ... -1.25 eV
HOMO ... -8.50 eV
2S+1 ... 1


Version ii
An isolated molecule of C3H4N2OS2, computed with ωB97M-V/def2-TZVPD.

```
12
C3H4N2OS2 ωB97M-V/def2-TZVPD
S 2.2939 -0.2562 -0.7184
C 1.0650 0.0038 0.7148
C -0.2704 0.5160 0.2142
O -0.2857 1.8241 -0.1102
N -1.5779 2.0558 -0.5690
N -2.2504 1.0147 -0.5260
C -1.4743 -0.0305 -0.1310
S -1.9246 -1.7225 -0.2345
H 3.0202 -1.0759 0.1009
H 0.7437 -0.9948 1.0113
H 1.4409 0.6859 1.5212
H -0.7806 -2.0205 -1.2733
```

Calculated values
Gap between HOMO and LUMO ... 9.64 eV
LUMO level ... 0.00 eV
HOMO ... -9.64 eV
SMILES string ... SCc1onnc1S
2S+1 ... 1


Stability ranking, top and bottom: version ii is the most stable and version i is the least stable.


Version i
An isolated molecule of C4H7N, computed with ωB97M-V/def2-TZVPD.

```
12
C4H7N ωB97M-V/def2-TZVPD
C -1.4780 1.3758 -0.3211
N -0.9855 0.5143 0.4594
C 0.1015 -0.2398 0.0285
C 0.1995 -0.8789 -1.1354
C 1.1201 -0.4622 1.1413
H -2.3902 1.8930 -0.0432
H -1.0262 1.6867 -1.2650
H -0.5597 -0.9061 -1.9068
H 1.0588 -1.4885 -1.3761
H 0.5486 -0.4309 2.0740
H 1.8169 0.3750 1.1842
H 1.5943 -1.4383 1.1603
```

Calculated values
Gap between HOMO and LUMO ... 9.96 eV
LUMO level ... 0.93 eV
HOMO ... -9.03 eV
SMILES string ... C=NC(=C)C
2S+1 ... 1


Version ii
An isolated molecule of C4H7N, computed with ωB97M-V/def2-TZVPD.

```
12
C4H7N ωB97M-V/def2-TZVPD
C 0.9514 -0.4105 0.2206
C -0.5265 -0.5226 0.7075
C 1.4615 1.0139 -0.2695
C -1.6579 -0.3767 -0.1674
N 1.7347 -1.3701 0.3486
H -0.4504 -1.3846 1.3571
H 2.0951 1.2644 0.4811
H 0.6707 1.7331 -0.1291
H 1.8871 0.9727 -1.2514
H -1.5342 -0.6899 -1.1786
H -1.9547 0.6675 -0.2683
H -2.6768 -0.8972 0.1494
```

Calculated values
Gap between HOMO and LUMO (alpha / beta) ... 8.71 / 8.50 eV
LUMO level (alpha / beta) ... -0.50 / -0.23 eV
HOMO (alpha / beta) ... -9.21 / -8.73 eV
2S+1 ... 1


Version iii
An isolated molecule of C4H7N, computed with ωB97M-V/def2-TZVPD.

```
12
C4H7N ωB97M-V/def2-TZVPD
N -2.1044 0.0186 0.0026
C -0.8507 0.0094 -0.0148
C 0.0785 1.1259 0.0449
C 1.2532 0.1356 -0.0432
C 0.2032 -1.0303 -0.0403
H -2.5661 -0.8827 -0.2362
H -0.3113 1.7213 -0.7985
H 0.0443 1.8946 0.8403
H 1.9540 0.2472 -0.9026
H 1.8615 -0.0474 0.8145
H 0.1591 -1.3112 0.9700
H 0.2786 -1.8809 -0.6368
```

Calculated values
Gap between HOMO and LUMO ... 10.56 eV
LUMO level ... 1.12 eV
HOMO ... -9.44 eV
SMILES string ... N=C1CCC1
2S+1 ... 1


Version iv
An isolated molecule of C4H7N, computed with ωB97M-V/def2-TZVPD.

```
12
C4H7N ωB97M-V/def2-TZVPD
C 2.5665 -0.2065 0.1107
C 1.3827 0.0708 -0.0753
C 0.0879 0.7682 0.0052
N -0.7643 -0.4197 -0.1804
C -2.2932 -0.1618 0.0601
H 3.5390 -0.8525 -0.1039
H -0.2884 1.1288 -0.9459
H -0.2233 1.4690 0.8832
H -0.1761 -1.2140 0.4504
H -2.6905 -1.3017 0.1775
H -2.7167 0.4177 -0.8250
H -2.5572 0.4672 1.0223
```

Calculated values
Gap between HOMO and LUMO ... 10.00 eV
LUMO level ... 1.01 eV
HOMO ... -8.99 eV
SMILES string ... C#CCNC
2S+1 ... 1


Stability ranking, top and bottom: version i is the most stable and version iv is the least stable.


Version i
An isolated molecule of H7NO3Si2, computed with ωB97M-V/def2-TZVPD.

```
13
H7NO3Si2 ωB97M-V/def2-TZVPD
N 1.5972 0.6774 -1.3083
Si 1.2171 -0.0410 0.3459
O 2.2926 -1.3125 0.2204
O -0.3876 -0.1976 0.3654
Si -1.9340 0.1067 -0.1751
O -2.7690 -1.2526 -0.1915
H 2.1928 1.4718 -1.2386
H 2.0364 -0.0760 -1.8649
H 1.5080 0.6505 1.5228
H 2.3981 -2.2074 0.3076
H -2.6074 0.8566 0.9305
H -1.7991 0.4492 -1.5926
H -2.9754 -1.9002 0.5888
```

Calculated values
Gap between HOMO and LUMO ... 10.11 eV
LUMO level ... 0.64 eV
HOMO ... -9.47 eV
SMILES string ... N[Si@H](O)O[SiH2]O
2S+1 ... 1


Version ii
A structure of composition H7NO3Si2, computed with ωB97M-V/def2-TZVPD.

```
13
H7NO3Si2 ωB97M-V/def2-TZVPD
N -0.4942 1.5701 -0.1902
O 1.7810 0.3767 0.7222
O -2.1312 -0.5388 0.8414
O 0.0914 -1.4381 -0.3417
Si 1.8152 -0.9554 0.0178
Si -1.1494 -0.6267 -0.4027
H -0.7027 2.3743 0.2931
H -0.4281 1.8618 -1.1495
H 0.3985 1.2363 0.2190
H -1.7677 -0.2589 1.7002
H 1.7991 -1.9838 1.1175
H 2.5220 -1.4792 -1.1336
H -1.7340 -0.1384 -1.6935
```

Calculated values
Gap between HOMO and LUMO ... 9.32 eV
LUMO level ... 0.34 eV
HOMO ... -8.98 eV
2S+1 ... 1


Stability ranking, top and bottom: version i is the most stable and version ii is the least stable.


Version i
A cluster of 2 separate species, C3H6O2 in total, computed with ωB97M-V/def2-TZVPD.

```
11
C3H6O2 ωB97M-V/def2-TZVPD
C -1.6979 1.4556 0.1061
O -0.6217 2.1665 0.3742
H -2.2043 1.6178 -0.8709
H -1.0338 -0.1121 -0.1700
H -2.3878 1.2227 0.9469
O -0.4033 -0.9722 -0.3401
C 0.8782 -0.6364 -0.1765
C 1.8857 -1.5045 -0.0042
H 0.9500 0.4754 0.1154
H 1.7405 -2.5762 -0.1594
H 2.8944 -1.1365 0.1786
```

Calculated values
Gap between HOMO and LUMO (alpha / beta) ... 5.93 / 8.05 eV
LUMO level (alpha / beta) ... 4.44 / 4.41 eV
HOMO (alpha / beta) ... -1.49 / -3.64 eV
Net charge ... -1
2S+1 ... 2


Version ii
A cluster of 2 separate species, C3H6O2 in total, computed with ωB97M-V/def2-TZVPD.

```
11
C3H6O2 ωB97M-V/def2-TZVPD
O -0.6502 -1.1037 -1.6262
C -0.7824 0.1767 -1.7536
H -1.6280 0.8281 -1.5993
H 0.0809 0.8145 -2.1020
O -0.4346 1.6347 0.8410
C -0.1988 0.4702 1.0965
C 0.9746 -0.4590 0.9816
H -1.0901 -0.1343 1.4893
H 1.9269 -0.0128 1.1953
H 0.6655 -1.3554 1.4988
H 1.1362 -0.8589 -0.0216
```

Calculated values
Gap between HOMO and LUMO (alpha / beta) ... 3.72 / 6.99 eV
LUMO level (alpha / beta) ... 4.15 / 4.12 eV
HOMO (alpha / beta) ... 0.43 / -2.87 eV
Net charge ... -1
2S+1 ... 2


Stability ranking, top and bottom: version i is the most stable and version ii is the least stable.


Version i
An isolated molecule of C3H4F2, computed with ωB97M-V/def2-TZVPD.

```
9
C3H4F2 ωB97M-V/def2-TZVPD
C 1.3369 0.2775 -0.3506
C 0.2898 -0.3052 0.4538
C -1.1046 0.0577 0.3346
F -1.1560 1.3976 -0.1642
F -1.6729 -0.7363 -0.6157
H 1.2511 1.2460 -0.8323
H 2.2738 -0.5870 -0.7365
H 0.4290 -1.4591 0.5549
H -1.6472 0.1090 1.3558
```

Calculated values
Gap between HOMO and LUMO ... 10.66 eV
LUMO level ... 0.44 eV
HOMO ... -10.22 eV
SMILES string ... C=CC(F)F
2S+1 ... 1


Version ii
A cluster of 2 separate species, C3H4F2 in total, computed with ωB97M-V/def2-TZVPD.

```
9
C3H4F2 ωB97M-V/def2-TZVPD
C 1.5419 -0.9934 0.1585
C 0.0621 0.5634 -0.2807
C -1.3483 0.2762 0.0380
F 2.8060 -0.5219 0.1046
F 0.4838 1.7904 0.0069
H 1.2784 -1.7198 -0.5048
H -1.6641 -0.7983 -0.0471
H -1.4025 0.3708 1.1781
H -1.7574 1.0325 -0.6535
```

Calculated values
Gap between HOMO and LUMO (alpha / beta) ... 8.76 / 7.88 eV
LUMO level (alpha / beta) ... 0.01 / -0.30 eV
HOMO (alpha / beta) ... -8.75 / -8.18 eV
2S+1 ... 1


Stability ranking, top and bottom: version i is the most stable and version ii is the least stable.


Version i
A structure of composition C3H6N2S, computed with ωB97M-V/def2-TZVPD.

```
12
C3H6N2S ωB97M-V/def2-TZVPD
C -0.6442 1.3431 0.2426
C 0.2589 -0.1094 0.4714
C 1.1965 -0.3027 -0.6929
N -1.8336 1.1522 -0.1043
N -0.6610 -1.1427 0.3769
S -2.2027 -0.4726 -0.2147
H -0.1220 2.2701 0.1321
H 0.9055 -0.1646 1.3879
H 0.5769 0.0904 -1.6594
H 1.4902 -1.3459 -0.8433
H 1.9639 0.3705 -0.3607
H -0.9285 -1.6884 1.2645
```

Calculated values
Gap between HOMO and LUMO ... 8.96 eV
LUMO level ... 0.88 eV
HOMO ... -8.09 eV
2S+1 ... 1


Version ii
A structure of composition C3H6N2S, computed with ωB97M-V/def2-TZVPD.

```
12
C3H6N2S ωB97M-V/def2-TZVPD
C -0.9951 0.9055 0.0046
C 1.7169 -0.3732 -0.1829
C 2.9822 -0.4371 0.0630
H -3.3800 0.7811 -0.3780
H -3.5592 -1.0111 0.7764
H -1.7235 1.8562 -0.4586
H 1.1845 -1.2380 -0.5787
H 3.3841 0.3012 0.8952
H 3.9093 -1.2563 -0.2578
N -2.8132 -0.4052 -0.0724
N -1.4796 -0.3065 0.1580
S 0.7736 1.1833 0.0312
```

Calculated values
Gap between HOMO and LUMO ... 8.56 eV
LUMO level ... 0.51 eV
HOMO ... -8.05 eV
2S+1 ... 1


Stability ranking, top and bottom: version i is the most stable and version ii is the least stable.